Record 1
# C3H11N4

A cluster of 2 separate species, C3H11N4 in total (the ωB97M-V functional and the def2-TZVPD basis, the Open Molecules 2025 dataset).

## Properties
M, g/mol: 103.15
Multiplicity: 1
HOMO energy, eV: -12.85
Orbital gap, eV: 9.76
Net charge: +1

Atoms and positions in Å:
1 C -0.43799 2.55807 -0.86563
2 N -1.41152 1.51297 -0.57854
3 C -1.50362 0.92398 0.61845
4 N -1.94855 -0.28808 0.77119
5 H -0.80423 3.18348 -1.67559
6 H -0.32075 3.18508 0.01439
7 H 0.51882 2.14050 -1.18165
8 H -1.75547 0.95200 -1.34214
9 H -1.15024 1.51797 1.46504
10 H -2.17485 -0.44683 1.74723
11 N 0.28503 -1.61624 -0.20844
12 C 1.36233 -1.70922 0.50474
13 N 2.46635 -2.33758 0.14462
14 H 0.26479 -2.06923 -1.11211
15 H -0.55526 -1.07957 0.16998
16 H 1.37585 -1.26748 1.49333
17 H 3.24106 -2.36743 0.78569
18 H 2.54827 -2.79237 -0.75056

Forces on the atoms, in the same order (eV/Å):
-0.305 0.057 -0.242
0.455 -0.243 0.089
-0.215 -0.322 0.426
0.190 0.658 -0.200
-0.070 0.042 0.021
0.125 -0.022 0.033
0.092 0.045 0.160
-0.076 0.033 -0.170
-0.206 0.272 -0.101
0.203 -0.211 0.053
0.173 0.206 0.166
0.249 -0.295 0.043
-0.311 0.228 0.137
-0.290 0.103 -0.020
-0.129 -0.525 -0.275
-0.122 0.141 -0.014
0.097 -0.096 -0.106
0.140 -0.071 0.000



Record 2
# C3H11N4

A cluster of 2 separate species, C3H11N4 in total in a non-equilibrium geometry (the ωB97M-V functional and the def2-TZVPD basis, the Open Molecules 2025 dataset).

## Properties
M, g/mol: 103.15
Multiplicity: 1
HOMO energy, eV: -13.55
Orbital gap, eV: 10.70
Net charge: +1

Atoms and positions in Å:
1 C -2.26159 -0.75484 0.11436
2 C 1.96629 -0.30998 0.95291
3 C 1.72118 0.11424 -1.35492
4 N -1.11384 -1.43439 -0.01354
5 N -2.38422 0.54123 -0.01902
6 N 1.17388 -0.21799 -0.26228
7 N -1.16587 1.29461 -0.11652
8 H -3.26449 -1.29849 0.24615
9 H 3.02542 -0.12164 0.70835
10 H 1.93041 0.59424 1.68688
11 H 1.71642 -1.27799 1.45455
12 H 2.81618 0.30411 -1.57751
13 H 1.17150 0.25177 -2.24475
14 H -0.46398 0.91420 0.52227
15 H -1.15695 -2.37159 0.17656
16 H -3.33573 1.01559 -0.17929
17 H -0.13972 -0.99049 -0.36869
18 H -1.46589 2.23079 0.06914

Forces on the atoms, in the same order (eV/Å):
-1.313 -1.651 -0.836
1.136 1.075 1.047
1.879 0.207 0.194
-0.859 3.648 -0.529
-0.139 0.364 0.188
0.951 0.555 -0.584
-1.501 -0.248 -0.898
1.792 0.644 -0.082
-0.020 -1.154 -0.062
-1.251 -1.491 -1.128
0.612 1.003 -0.191
-0.937 -0.174 1.082
-1.196 -0.171 -0.777
-0.553 0.364 0.066
-0.230 -2.687 0.444
2.281 -1.037 0.542
-1.198 0.092 1.148
0.548 0.661 0.377



Record 3
# C3H11N4

A cluster of 2 separate species, C3H11N4 in total in a non-equilibrium geometry (the ωB97M-V functional and the def2-TZVPD basis, the Open Molecules 2025 dataset).

## Properties
M, g/mol: 103.15
Multiplicity: 1
HOMO energy, eV: -12.74
Orbital gap, eV: 9.82
Net charge: +1

Atoms and positions in Å:
1 N -0.15386 -1.30172 0.80339
2 C 0.58398 -1.56748 -0.27905
3 N 1.30348 -2.75634 -0.31746
4 N 0.62212 -0.72237 -1.30551
5 H 0.12494 -1.72858 1.66207
6 H -0.64172 -0.37996 0.83987
7 H 1.10660 -3.41650 0.43231
8 H 1.32363 -3.23640 -1.21292
9 H 0.12500 0.13729 -1.32528
10 H 1.19116 -1.05196 -2.15593
11 C -0.24249 2.46558 1.34205
12 C -0.27995 1.95426 0.08265
13 N -1.32528 1.21414 -0.48118
14 H -1.20210 2.53443 1.95361
15 H 0.64183 2.86370 1.80905
16 H 0.56955 2.07328 -0.63082
17 H -1.61585 1.64668 -1.36791
18 H -2.13105 1.27196 0.15105

Forces on the atoms, in the same order (eV/Å):
-0.101 1.363 -0.639
0.061 -0.774 -0.029
-0.946 0.905 -0.041
2.328 -2.845 -1.820
-0.173 -0.220 0.443
0.785 -1.165 0.032
0.025 0.356 -0.198
0.252 0.323 0.118
-0.636 0.351 0.156
-1.376 1.049 1.870
-1.731 -0.696 -0.834
1.641 1.449 1.260
-1.329 0.832 -0.080
1.387 -0.419 -0.779
0.139 0.194 -0.273
-0.400 -0.087 0.910
0.009 -0.393 0.309
0.068 -0.223 -0.405



Record 4
# C3H11N6O3P

The molecule C3H11N6O3P in a non-equilibrium geometry (the ωB97M-V functional and the def2-TZVPD basis, the Open Molecules 2025 dataset).

## Properties
M, g/mol: 210.13
Multiplicity: 1
HOMO energy, eV: -9.27
Orbital gap, eV: 9.57
Net charge: 0

Atoms and positions in Å:
1 C -1.04498 0.10551 -1.72067
2 C 1.46907 -1.39506 0.55719
3 C -0.08844 0.59574 0.50898
4 N -2.21790 0.21734 -2.40087
5 N 0.05358 0.00283 -2.39136
6 N 2.30223 -2.17483 1.30332
7 N 0.59389 -0.59966 1.17880
8 N 1.59945 -1.47596 -0.74751
9 N -1.10601 0.06264 -0.33226
10 O -0.04889 1.19135 3.05309
11 O -0.89665 3.06711 1.40257
12 O -2.35193 1.05757 1.83637
13 P -0.95371 1.43312 1.92188
14 H 0.70153 1.26731 0.05615
15 H -2.10336 0.57554 -3.37372
16 H -3.10424 0.67807 -1.88002
17 H 0.08043 -0.06011 -3.36998
18 H 1.04311 -0.74929 -1.43362
19 H 1.99784 -2.36662 2.16782
20 H 3.02962 -2.87312 0.88335
21 H 0.60096 -0.65040 2.21620
22 H 2.48908 -1.66381 -1.25347
23 H -0.07481 3.46312 1.63491
24 H -1.96990 0.29158 0.18285

Forces on the atoms, in the same order (eV/Å):
-0.106 0.395 -0.299
0.998 -0.253 0.147
1.503 -1.434 0.605
-3.729 1.936 0.437
1.320 -0.183 2.926
2.675 -0.821 -3.841
0.938 -0.249 0.045
-0.075 2.022 -2.968
-0.177 0.913 -1.646
0.494 0.012 0.970
-0.991 -2.394 0.202
-1.985 -0.784 -0.312
1.624 3.157 -0.659
-0.996 -0.981 0.111
-0.275 -0.579 1.408
3.015 -1.502 -1.593
-0.673 0.152 -1.251
0.217 -0.946 0.840
-0.870 -0.881 3.899
-2.453 2.025 0.882
-0.226 0.670 -0.985
-0.842 -0.381 1.444
1.060 0.441 0.446
-0.448 -0.336 -0.807



For each record above, in turn, the calculated LUMO energy values are -3.092 -2.850 -2.923 0.303 eV.